# 1
The following is a DFT calculation (ωB97M-V/def2-TZVPD) of the ion C8H7O2S2 with charge -1 in a non-equilibrium geometry.

Last column: Mulliken spin population.
CARTESIAN COORDINATES (ANGSTROEM)
C  2.647  0.074  -0.613  0.024
C  1.661  -0.094  -1.575  -0.020
C  2.312  0.113  0.751  -0.008
C  0.328  -0.132  -1.105  0.058
C  0.990  0.290  1.141  0.019
C  -0.065  0.184  0.182  0.017
C  -2.031  1.844  0.096  0.011
C  -1.472  0.254  0.547  0.094
O  -1.961  2.014  -1.090  0.112
O  -2.360  2.428  1.108  0.111
S  -2.014  -2.758  0.168  0.525
S  -2.556  -0.794  -0.314  0.961
H  3.757  -0.029  -0.963  0.001
H  1.744  -0.276  -2.654  -0.003
H  3.198  0.044  1.334  -0.002
H  -0.292  -0.411  -1.912  0.002
H  0.623  0.319  2.111  0.005
H  -1.528  0.090  1.566  -0.005
H  -2.980  -3.162  1.221  0.099

The LUMO energy (alpha / beta) comes out at 3.365 / 0.610 eV. The charge is -1. The spin multiplicity is 3. The HOMO energy (alpha / beta) comes out at -0.0390 / -0.1719 Eh. As for the strongest force on any atom: 4.9 eV Å⁻¹. For the total energy, the calculation gives -34172.2889 eV.



# 2
The following is a DFT calculation (ωB97M-V/def2-TZVPD) of a cluster of 2 separate species, C2H8NO in total in a non-equilibrium geometry.

Last column: natural (NBO) charge in e.
CARTESIAN COORDINATES (ANGSTROEM)
N  1.931  -0.313  -0.704  -0.908
H  1.117  -0.478  0.001  0.478
H  1.815  -1.040  -1.412  0.454
H  2.759  -0.668  -0.212  0.443
H  2.124  0.667  -0.895  0.464
C  -2.224  0.503  0.363  -0.418
C  -0.948  0.318  0.069  0.061
O  0.033  0.116  1.059  -0.721
H  -2.976  0.572  -0.417  0.241
H  -2.585  0.095  1.313  0.208
H  -0.610  0.552  -0.940  0.183
H  -0.437  -0.323  1.776  0.515

The LUMO energy comes out at -3.940 eV. The charge is +1. The HOMO energy comes out at -0.5078 Eh. As for the strongest force on any atom: 2.9 eV Å⁻¹. For the total energy, the calculation gives -5733.3486 eV.



# 3
The following is a DFT calculation (ωB97M-V/def2-TZVPD) of an isolated molecule of C14H20O in a non-equilibrium geometry.

Last column: natural (NBO) charge in e.
CARTESIAN COORDINATES (ANGSTROEM)
C  -3.434  0.376  0.606  -0.221
C  -3.284  -0.972  0.224  -0.212
C  -2.335  1.223  0.559  -0.174
C  -2.145  -1.490  -0.228  -0.218
C  0.200  1.390  0.335  -0.222
C  -1.112  0.733  -0.102  0.154
C  -1.045  -0.654  -0.527  0.207
C  1.229  0.289  -0.018  -0.056
C  0.677  -1.132  -0.130  0.094
C  0.360  2.729  -0.285  -0.604
C  2.401  0.473  0.987  -0.612
C  1.773  0.538  -1.454  -0.642
C  0.346  -1.762  1.237  -0.636
C  1.123  -2.187  -1.076  -0.667
O  -1.292  0.408  -1.441  -0.480
H  -4.397  0.627  1.088  0.218
H  -4.101  -1.691  0.458  0.213
H  -2.358  2.259  0.939  0.210
H  -1.803  -2.502  -0.154  0.207
H  0.045  1.590  1.379  0.213
H  0.473  2.691  -1.323  0.216
H  1.401  3.045  0.007  0.207
H  -0.459  3.368  0.037  0.216
H  1.955  0.226  2.005  0.207
H  2.761  1.505  1.154  0.217
H  3.194  -0.151  0.599  0.209
H  2.298  -0.366  -1.860  0.215
H  2.457  1.385  -1.622  0.211
H  0.980  0.779  -2.173  0.232
H  1.177  -1.844  1.942  0.220
H  -0.208  -2.534  1.049  0.196
H  -0.390  -1.042  1.622  0.211
H  2.202  -2.321  -1.077  0.219
H  0.582  -1.824  -1.980  0.237
H  0.729  -3.162  -0.778  0.215

The LUMO energy comes out at 0.599 eV. The HOMO energy comes out at -0.3156 Eh. Its SMILES is C[C@@H]1C(C)(C)C(C)(C)[C@@]23C=CC=C[C@@]12O3. As for the strongest force on any atom: 6.4 eV Å⁻¹. For the total energy, the calculation gives -16885.6700 eV.



# 4
The following is a DFT calculation (ωB97M-V/def2-TZVPD) of a structure of composition C20H26IrN2O2Si in a non-equilibrium geometry.

Last column: Mulliken spin population.
CARTESIAN COORDINATES (ANGSTROEM)
C  -2.186  0.405  3.145  0.127
C  -2.151  0.309  1.722  -0.045
C  -1.678  -1.019  1.385  0.130
H  -2.506  1.072  1.022  -0.002
C  -1.384  -1.703  2.612  0.029
C  -1.712  -0.818  3.701  0.073
H  -1.648  -1.059  4.753  0.008
H  -2.530  1.257  3.728  0.018
H  -1.706  -1.495  0.406  -0.005
H  -1.056  -2.725  2.707  0.004
Ir  -0.212  0.022  2.247  0.515
C  1.391  0.521  0.408  0.294
H  1.321  -0.576  0.656  -0.064
H  2.327  0.933  0.848  0.030
H  0.560  1.259  0.527  -0.051
Si  -0.250  -0.142  -1.553  0.702
C  -0.170  0.989  -3.040  0.440
C  -1.461  1.311  -3.497  0.416
H  -2.336  0.954  -2.961  0.011
C  -1.617  2.067  -4.646  0.664
H  -2.625  2.329  -4.983  0.030
C  -0.508  2.490  -5.382  0.287
H  -0.643  3.099  -6.281  0.008
C  0.770  2.129  -4.959  0.602
H  1.637  2.433  -5.539  0.031
C  0.951  1.368  -3.793  0.545
H  1.959  1.061  -3.498  0.019
C  -0.041  -1.875  -2.167  -0.009
C  -0.174  -2.173  -3.547  0.042
H  -0.209  -1.381  -4.295  0.045
C  -0.262  -3.516  -3.976  0.006
H  -0.423  -3.725  -5.028  0.001
C  -0.148  -4.554  -3.072  0.028
H  -0.189  -5.608  -3.414  0.001
C  0.031  -4.270  -1.720  -0.003
H  0.116  -5.079  -0.995  0.000
C  0.097  -2.939  -1.264  -0.020
H  0.262  -2.755  -0.211  0.004
H  -1.466  0.172  -0.929  0.065
H  1.468  0.480  -0.615  -0.033
C  1.239  3.888  4.967  -0.002
O  1.883  2.570  5.005  0.003
C  1.433  1.674  4.121  0.015
O  0.615  1.876  3.211  0.024
N  1.904  0.452  4.350  0.001
N  1.567  -0.510  3.324  0.012
H  0.171  3.795  5.221  0.001
H  1.372  4.375  4.010  0.000
H  1.744  4.443  5.744  0.000
H  2.718  0.283  4.953  0.000
H  2.420  -0.704  2.777  0.002
H  1.338  -1.388  3.816  0.004

The LUMO energy (alpha / beta) comes out at -6.093 / -10.167 eV. The charge is +2. The spin multiplicity is 6. The HOMO energy (alpha / beta) comes out at -0.4220 / -0.5270 Eh. As for the strongest force on any atom: 4.5 eV Å⁻¹. For the total energy, the calculation gives -38926.7623 eV.



# 5
The following is a DFT calculation (ωB97M-V/def2-TZVPD) of a cluster of 2 separate species, C4H12PS in total in a non-equilibrium geometry.

Last column: natural (NBO) charge in e.
CARTESIAN COORDINATES (ANGSTROEM)
C  -1.873  1.021  -0.707  -0.960
C  -0.262  -0.991  -1.971  -0.934
C  -0.698  -0.911  0.981  -0.923
C  2.420  0.310  1.646  -0.354
P  -0.286  0.127  -0.478  0.817
S  3.711  1.107  0.933  0.474
H  -2.587  0.545  -1.369  0.249
H  -1.648  1.996  -1.134  0.249
H  -2.516  1.082  0.258  0.256
H  0.071  -0.363  -2.788  0.246
H  -1.350  -1.293  -2.056  0.236
H  0.275  -1.926  -2.052  0.256
H  -0.701  -0.199  1.803  0.223
H  0.150  -1.526  1.083  0.216
H  -1.704  -1.373  0.813  0.250
H  1.465  0.867  2.056  0.282
H  2.371  -0.765  1.830  0.254
H  3.162  2.292  1.154  0.164

The LUMO energy (alpha / beta) comes out at -6.582 / -6.581 eV. The charge is +1. The HOMO energy (alpha / beta) comes out at -0.4412 / -0.4412 Eh. As for the strongest force on any atom: 2.6 eV Å⁻¹. For the total energy, the calculation gives -24457.0718 eV.



# 6
The following is a DFT calculation (ωB97M-V/def2-TZVPD) of a structure of composition C31H27Cl2FIrN3O4S2 in a non-equilibrium geometry.

Last column: Mulliken spin population.
CARTESIAN COORDINATES (ANGSTROEM)
Ir  -8.818  -9.883  17.234  2.928
C  -9.506  -13.721  14.883  0.006
C  -8.982  -12.692  15.916  -0.027
N  -9.373  -11.484  15.849  0.136
N  -10.333  -11.186  14.867  0.062
C  -11.002  -10.119  15.142  -0.015
S  -10.856  -9.052  16.549  0.365
S  -12.275  -9.548  14.014  0.007
C  -11.887  -10.449  12.453  0.003
C  -12.114  -11.950  12.489  0.001
C  -11.689  -12.658  11.380  0.000
C  -12.081  -13.981  11.318  0.000
C  -12.593  -14.663  12.385  0.000
C  -12.820  -13.980  13.569  0.000
C  -12.653  -12.604  13.581  -0.003
C  -8.001  -13.142  16.942  -0.024
C  -7.138  -14.228  16.543  -0.012
C  -6.192  -14.788  17.371  0.018
C  -6.060  -14.240  18.685  -0.003
C  -6.773  -13.081  19.049  0.012
C  -7.712  -12.514  18.158  0.059
O  -8.340  -11.403  18.525  0.237
H  -8.959  -14.663  14.920  0.001
H  -9.451  -13.338  13.875  -0.001
H  -10.522  -13.936  15.129  -0.002
H  -10.913  -10.084  12.088  -0.001
H  -12.511  -9.898  11.728  -0.001
H  -11.123  -12.244  10.621  0.000
H  -11.748  -14.535  10.430  0.000
H  -12.734  -15.709  12.276  0.000
H  -13.131  -14.432  14.474  0.000
H  -12.844  -12.065  14.487  0.003
H  -7.254  -14.666  15.563  -0.001
H  -5.506  -15.549  16.947  0.001
H  -5.261  -14.449  19.463  0.000
H  -6.449  -12.473  19.961  -0.001
C  -5.791  -3.202  15.646  0.000
C  -6.412  -3.946  14.437  0.000
C  -5.560  -3.685  13.120  0.000
C  -6.268  -4.283  11.966  0.001
C  -6.556  -5.711  12.172  -0.002
C  -6.847  -6.602  11.135  0.000
C  -7.206  -7.895  11.463  0.000
F  -7.393  -8.765  10.392  0.000
C  -7.322  -8.419  12.728  0.014
C  -7.115  -7.507  13.745  0.034
C  -7.319  -8.023  15.090  -0.030
O  -7.872  -9.139  15.215  0.079
C  -6.914  -7.218  16.175  -0.004
C  -6.635  -5.929  15.826  0.000
N  -6.508  -5.376  14.599  0.001
C  -6.670  -6.176  13.509  -0.003
C  -6.988  -7.436  17.708  -0.012
O  -6.570  -6.528  18.396  0.022
O  -7.447  -8.592  18.118  0.131
H  -5.697  -2.090  15.358  0.000
H  -4.839  -3.564  15.937  0.000
H  -6.430  -3.299  16.548  0.000
H  -7.426  -3.580  14.280  0.000
H  -4.554  -4.061  13.226  0.000
H  -5.524  -2.593  13.016  0.000
H  -5.717  -4.224  11.049  0.000
H  -7.194  -3.758  11.751  0.000
H  -6.829  -6.314  10.090  0.000
H  -7.543  -9.447  12.947  0.001
H  -6.466  -5.199  16.594  0.003
Cl  -4.105  -11.216  19.093  0.000
C  -5.087  -10.313  18.008  -0.002
Cl  -4.982  -10.823  16.314  -0.001
H  -4.750  -9.301  18.101  0.001
H  -6.108  -10.479  18.299  0.018

The LUMO energy (alpha / beta) comes out at -0.320 / -1.466 eV. The spin multiplicity is 5. The HOMO energy (alpha / beta) comes out at -0.2575 / -0.3040 Eh. As for the strongest force on any atom: 2.7 eV Å⁻¹. For the total energy, the calculation gives -97514.5919 eV.



- The highest strongest force on any atom belongs to which entry?
  C14H20O